[1]
Density functional theory data (ωB97M-V/def2-TZVPD) for a 2-piece molecular cluster, H5NO2Si overall in a non-equilibrium geometry.

```
! RIJCOSX wB97M-V def2-TZVPD def2/J DEFGRID3
* xyz 0 1
N -1.2078 0.2369 0.8879
O 0.0309 0.3256 -1.5762
O 1.4273 0.8043 0.6893
Si 0.2338 -0.0083 0.0051
H -1.2660 0.3148 1.8631
H -2.0010 0.3445 0.3293
H -0.3071 -0.4198 -2.2024
H 2.3795 0.4396 0.5940
H 0.7103 -2.0376 -0.5901
*
```

For the lowest unoccupied orbital energy, the calculation gives 0.603 eV. Its energy above the lowest of the compared OMol25 structures with the same formula, charge and spin is 47.5 kcal per mole. The value obtained for the strongest force on any atom is 3.81 eV Å⁻¹. For the electronic energy, the calculation gives -13545.1616 eV. As for the HOMO energy: -8.9 eV. The HOMO-LUMO gap comes out at 9.6 eV.

Results of the natural (NBO) charge analysis, in e, for atoms 1 through 4: atom 1 (N): -1.3248, atom 2 (O): -1.1461, atom 3 (O): -1.1230, atom 4 (Si): 2.1304



[2]
Density functional theory data (ωB97M-V/def2-TZVPD) for a single H5NP4 molecule in a non-equilibrium geometry.

```
! RIJCOSX wB97M-V def2-TZVPD def2/J DEFGRID3
* xyz 0 3
N -0.2577 0.0218 -0.6937
P -1.9695 -0.8564 0.0978
P -3.4447 0.7106 -0.2647
P 2.7077 0.4713 0.3121
P 0.9651 -0.8734 -0.4471
H -2.3794 1.6114 -0.7367
H -3.2667 0.7824 1.1327
H 3.4114 0.4687 -0.8496
H 3.3258 -0.5866 0.8356
H 0.9079 -1.7498 0.6136
*
```

For the lowest unoccupied orbital energy (spin up / spin down), the calculation gives 0.134 / -1.623 eV. Its energy above the lowest of the compared OMol25 structures with the same formula, charge and spin is 0.5 kcal per mole. The value obtained for the strongest force on any atom is 5.19 eV Å⁻¹. For the electronic energy, the calculation gives -38721.4637 eV. As for the HOMO energy (spin up / spin down): -7.5 / -9.3 eV. The HOMO-LUMO gap (spin up / spin down) comes out at 7.6 / 7.6 eV.

Results of the natural (NBO) charge analysis, in e, for atoms 1 through 4: atom 1 (N): -1.1539, atom 2 (P): 0.3867, atom 3 (P): -0.0415, atom 4 (P): 0.0464



[3]
Density functional theory data (ωB97M-V/def2-TZVPD) for a 2-piece molecular cluster, H5NS2 overall in a non-equilibrium geometry.

```
! RIJCOSX wB97M-V def2-TZVPD def2/J DEFGRID3
* xyz 0 1
S 5.7802 0.1927 -2.0486
S 3.8601 -0.4365 -2.2395
H 6.1189 0.8134 -0.8734
H 3.1404 0.6613 -2.6345
N -4.6747 -0.1581 2.1096
H -4.0589 -0.9306 2.1495
H -5.5819 -0.4831 2.2959
H -4.5840 0.3410 1.2410
*
```

For the lowest unoccupied orbital energy, the calculation gives 0.226 eV. Its energy above the lowest of the compared OMol25 structures with the same formula, charge and spin is 9.1 kcal per mole. The value obtained for the strongest force on any atom is 1.44 eV Å⁻¹. For the electronic energy, the calculation gives -23241.2233 eV. As for the HOMO energy: -9.5 eV. The HOMO-LUMO gap comes out at 9.8 eV. As for the SMILES: SS.N.

Results of the natural (NBO) charge analysis, in e, for atoms 1 through 4: atom 1 (S): -0.1502, atom 2 (S): -0.1070, atom 3 (H): 0.1305, atom 4 (H): 0.1268



[4]
Density functional theory data (ωB97M-V/def2-TZVPD) for a 2-piece molecular cluster, H5NS2 overall in a non-equilibrium geometry.

```
! RIJCOSX wB97M-V def2-TZVPD def2/J DEFGRID3
* xyz 0 1
S -1.4596 1.4189 0.4623
S -1.9452 -0.3190 -0.6748
H -2.4142 1.1034 1.3503
H -0.6763 -0.7003 -0.7214
N 1.6552 -0.5290 -0.2700
H 1.5475 0.3523 -0.7292
H 0.8401 -0.8377 0.2359
H 2.4525 -0.4885 0.3469
*
```

For the lowest unoccupied orbital energy, the calculation gives 0.079 eV. Its energy above the lowest of the compared OMol25 structures with the same formula, charge and spin is 5.5 kcal per mole. The value obtained for the strongest force on any atom is 1.09 eV Å⁻¹. For the electronic energy, the calculation gives -23241.3798 eV. As for the HOMO energy: -9.1 eV. The HOMO-LUMO gap comes out at 9.2 eV. As for the SMILES: SS.N.

Results of the natural (NBO) charge analysis, in e, for atoms 1 through 4: atom 1 (S): -0.1397, atom 2 (S): -0.1235, atom 3 (H): 0.1371, atom 4 (H): 0.1233